The following is a quantum chemistry calculation of a structure of composition C42H42Li2O18S, from the OMol25 dataset.

LUMO level   -1.61 eV
2S+1   1

Element x y z (Å)
H: -5.83179 -2.92037 4.51103
O: -0.15779 -7.05737 3.75603
H: 5.37221 -1.96637 -6.27997
C: 2.69221 2.29063 -3.23397
H: 2.13821 -5.17537 -3.45597
O: -0.01379 -0.09737 -1.21597
H: 6.02421 3.18563 -4.69397
C: -4.77779 0.18963 4.73303
C: 0.46521 -3.80137 2.18303
C: 2.45621 -4.00737 -3.65197
C: 3.73921 2.14563 -2.43497
C: -3.62779 0.98163 4.46503
O: -4.96579 3.34863 -1.97797
H: 6.05921 2.35663 -2.44997
H: 2.04421 1.85863 1.56803
H: -0.64479 -5.20837 5.69403
Li: -0.84679 -0.27637 -2.76197
O: -0.29779 -0.20737 1.18003
C: -2.70679 0.45163 3.47103
O: 2.25121 7.47763 3.12603
H: -5.10179 -1.04437 -1.46897
H: -1.23079 -2.52637 0.12303
C: 2.41321 3.35663 2.60803
C: 5.10421 2.66863 -4.34397
C: -1.44079 3.92163 -2.19997
C: 2.12021 -2.88237 -2.83397
C: -3.72679 3.38563 -1.63797
H: -2.13279 -1.25337 2.29003
H: 1.63821 2.21963 -2.92197
O: 3.49321 1.84463 -1.17997
C: -3.16479 -1.67537 -0.56097
C: -4.07479 -1.65137 3.22003
H: -2.10279 -4.79137 -0.17997
H: 1.64221 7.70463 3.88703
H: -4.23079 -2.62637 2.71703
H: 1.56421 5.73863 5.02803
C: -1.81179 2.74763 -0.15697
C: 2.69321 2.64863 -4.62197
O: 4.59721 -2.57637 -6.24197
H: -5.60679 0.73963 5.38503
C: -3.19879 2.85863 -0.40397
O: 1.22421 -2.89737 -1.73997
H: -3.91279 2.44963 0.11003
H: 0.72021 -7.50237 3.71103
H: 0.97021 2.62363 -0.53297
H: -5.34279 -5.61937 -1.21697
H: -2.02379 -0.16437 -0.07997
H: 4.19721 -0.67537 -4.26797
C: -4.42879 -1.81337 -0.99697
C: 0.06521 -2.94237 3.25303
O: 2.41421 1.99863 2.41003
C: 4.94521 2.35463 -3.02897
O: 1.61221 -1.07837 0.05603
C: -4.96679 -1.09437 4.13403
H: 0.79221 -5.99637 1.76403
H: -0.77179 4.46163 -2.75497
C: -2.95379 -0.77937 2.87703
C: -0.01479 -5.73537 3.63403
H: 2.87521 -0.77237 -2.33397
H: 5.08621 3.49863 -6.90697
C: 2.94321 -1.73037 -3.01397
C: -4.81779 -3.17037 -1.15497
H: -3.52079 1.82363 4.83903
C: -4.00879 -4.23137 -0.90797
C: 2.03421 5.31463 4.05803
C: 3.71921 -1.63937 -4.11497
C: 0.46421 -5.19437 2.44003
H: 1.81421 2.68263 -5.16897
C: -0.24779 -3.46537 4.53303
H: 2.44721 3.61063 0.45803
C: 2.22921 3.96463 3.92303
C: 2.31421 5.59963 1.60603
H: -1.48179 1.96263 0.58403
H: 3.49121 -4.68437 -5.32097
H: -0.65979 -2.96937 5.32103
Li: 3.17421 -1.68037 1.04203
C: -0.92479 3.33863 -1.09997
O: -5.94779 -1.85637 4.74903
H: 0.87721 -3.38337 1.25503
O: 0.02721 -1.55237 3.10603
H: 2.21121 6.24363 0.65203
H: -5.21879 2.89063 -2.90997
H: -1.27179 0.56463 2.17103
C: 3.94321 -2.66837 -5.03397
O: 4.13621 3.18463 -6.44997
H: -5.79579 -3.44437 -1.58597
H: 2.14821 3.51363 4.66103
O: 1.29221 1.24963 0.10803
H: -3.21279 4.50763 -3.27597
C: -2.78179 -3.96537 -0.26297
C: 2.48521 4.21663 1.49103
S: 0.66221 -0.03237 0.09203
C: 2.16321 6.11963 2.94503
O: -4.46579 -5.52437 -0.99997
O: 0.50621 3.28363 -1.01097
H: 0.21021 -1.18737 2.28303
O: -2.76979 -0.43237 -0.37597
C: -2.24079 -2.64737 -0.13497
O: -1.65879 1.14263 2.91603
C: -0.38679 -4.84837 4.75503
C: -2.75479 4.06563 -2.42897
H: 1.57821 -2.23237 -1.06697
C: 3.37021 -3.96037 -4.66597
H: 2.62621 1.71363 -0.93097
C: 3.99821 2.81563 -5.19897

Forces on the atoms, in the same order (eV/Å):
-0.29 4.49 0.71
0.89 -2.35 0.43
-1.11 -0.50 0.54
-4.62 0.98 -4.63
0.04 3.44 -0.07
-0.99 -0.34 -0.64
-0.32 -1.08 0.25
-0.15 1.83 0.29
0.22 -0.04 1.71
-1.41 -2.97 1.96
-0.15 -0.13 -0.23
-1.13 -9.64 -5.32
-5.32 -1.70 -3.30
-3.55 -0.14 -1.04
-0.80 -0.51 -1.86
-0.61 -0.76 1.40
0.11 0.01 0.66
0.52 0.17 -1.31
-1.02 -0.02 -0.25
-1.70 0.75 0.88
1.14 -0.52 1.20
0.89 0.60 0.49
-0.05 2.13 1.34
-0.38 1.61 -1.52
0.46 1.02 0.35
1.35 0.27 1.07
6.80 0.83 1.63
-1.04 0.69 0.20
0.73 -0.19 0.75
4.86 -0.22 1.91
3.18 1.12 2.20
1.19 2.55 -0.18
0.16 -0.47 0.63
1.15 -0.19 -1.21
0.20 0.67 0.57
1.43 -0.65 -1.51
-0.10 -0.75 -0.64
4.44 -0.88 1.68
0.63 0.34 0.25
1.81 -1.88 -1.27
2.79 2.05 -4.81
1.53 -0.15 -0.78
-3.43 -2.71 3.67
-1.02 0.41 0.00
-0.91 -1.22 1.10
-3.13 0.22 -0.83
8.12 1.60 3.30
0.13 -0.01 -0.21
-2.29 -2.53 -1.98
0.60 0.89 -0.78
1.12 0.73 2.65
5.70 0.00 2.43
4.57 -3.85 1.78
0.35 -0.45 1.22
-0.11 0.84 -0.32
1.69 1.07 -1.78
-0.86 -2.65 0.58
-0.28 3.59 1.63
-0.12 -2.13 -1.29
-3.58 -1.53 2.83
-2.50 0.41 2.01
-1.62 0.93 -1.23
1.03 7.80 3.46
0.19 0.17 2.15
-0.89 0.47 0.53
2.14 0.78 -2.19
-0.40 -0.17 0.38
-1.45 0.31 -0.96
-0.35 -2.89 -2.29
0.47 2.08 2.27
1.16 5.58 -13.44
-0.18 0.59 0.50
-0.25 1.74 -0.43
0.75 -3.76 -2.64
-0.52 2.47 1.73
-0.68 0.42 -0.21
1.89 -2.75 2.92
-0.17 -4.00 -1.14
-0.49 -0.22 0.25
-0.13 -3.33 4.50
0.42 -0.94 2.02
1.44 1.72 3.34
-0.63 1.32 1.81
-0.97 -1.72 1.32
2.55 1.81 -4.72
0.29 0.56 0.22
-1.39 -8.25 11.83
1.71 1.09 1.54
0.30 0.79 -1.04
1.45 0.61 -1.40
-0.97 -2.02 -1.41
-4.28 2.29 -2.37
0.56 0.35 -2.11
4.08 -0.11 0.71
-2.74 3.01 -2.19
0.35 0.50 -2.60
-8.39 1.28 -4.02
-4.28 -3.56 -1.64
0.08 -0.37 -0.04
2.15 0.16 -4.87
-3.52 -1.87 0.50
-1.04 -0.83 -1.31
0.25 6.64 0.79
-3.15 -0.50 0.34
-0.63 -0.32 2.64

Atom charges from the Mulliken analysis, given in e for atoms 1 to 8: atom 1 (H): 0.3366, atom 2 (O): -0.5591, atom 3 (H): 0.3373, atom 4 (C): 0.7302, atom 5 (H): 0.1619, atom 6 (O): -0.3253, atom 7 (H): 0.2161, atom 8 (C): -0.4414

***

The following is a quantum chemistry calculation of a structure of composition C42H42MnN2O11P3S, from the OMol25 dataset.

⟨S²⟩   8.753
LUMO level (spin up / spin down)   2.19 / 2.19 eV
2S+1   6
Total charge   -1

Element x y z (Å)
C: -3.50598 -0.42496 -2.47179
C: 2.95107 -1.08818 -5.20372
H: -1.07303 3.18183 7.29321
C: 3.05253 -2.03519 -2.98067
C: -0.68929 2.91854 5.19679
H: 4.58699 -3.48743 -2.65435
N: 2.01302 1.38084 1.31769
O: -2.66857 -1.54809 -2.76910
H: 3.61904 -0.40932 1.34468
H: -1.31329 -3.49553 -0.98790
H: -6.10385 -3.04305 2.91499
C: 4.63608 -2.71701 -4.66244
H: -5.95583 -0.58637 3.22431
C: -3.81795 -0.55196 3.13746
H: -1.96198 1.21780 -5.04907
C: 4.14035 -2.80883 -3.37077
C: -0.70768 2.02901 4.12566
H: 0.33170 -2.37012 2.61126
O: 0.15440 -2.20408 0.28624
H: -4.00163 2.02731 -1.68495
H: -3.76886 0.52702 3.24558
H: -0.41235 2.36633 3.13443
H: -1.83714 -3.25500 2.64638
H: 2.61052 0.98133 -1.32840
H: -1.19320 -4.94436 -2.02181
C: 3.12626 2.94897 -2.04063
P: -1.04704 -0.40228 2.85365
H: 1.10091 -1.13605 3.60322
N: 1.70728 0.07613 0.93029
H: 5.48437 -3.32181 -4.96106
O: 0.27788 -4.80624 -0.63321
H: -4.70804 -0.65458 -4.25472
C: 2.27698 4.03664 2.14845
C: -2.73282 -2.66489 2.79933
H: -1.80795 0.83963 7.62961
O: -0.05120 1.88334 0.37316
H: -5.55587 0.13221 -2.90476
H: -0.37137 3.94264 5.03565
C: -5.13794 -2.55466 2.94335
C: -3.97481 -3.29432 2.77432
Mn: -0.28241 -0.18653 -0.02018
H: 2.58295 -5.80852 -0.66028
O: -2.83093 1.10258 -4.65062
C: 1.85214 1.37033 -3.29250
C: 0.44519 5.90429 1.22371
H: -5.23922 -1.61147 -2.85385
C: 3.73653 -2.87073 0.55202
H: 4.71897 -4.72387 0.09823
C: 2.59403 -4.78457 -0.29842
O: -2.36528 -0.52211 -0.06633
C: 1.02486 2.17899 0.97458
O: -4.69848 -1.43960 -0.21856
H: -0.52424 4.21125 0.28249
O: -3.60065 2.26554 -2.59096
H: -4.02728 -4.36559 2.61994
C: -0.63659 -4.15187 -1.52398
H: 3.45959 4.83850 -2.99792
O: 0.83354 -0.70837 -1.99427
H: 2.63830 -2.10384 -1.97803
O: -4.40588 1.07336 -0.43334
C: 1.72303 2.26184 -4.34270
H: 1.14109 1.99793 -5.21972
C: 1.50865 6.31456 2.01453
C: 2.31783 3.51197 -4.23982
C: -1.10697 0.70714 4.30823
H: 2.97839 3.29020 2.49961
C: -2.63961 -1.28683 2.99133
H: 3.25433 5.69283 3.10140
P: -3.72056 -0.23807 -0.64933
C: 1.21357 3.62500 1.35405
C: 1.30589 -2.76407 0.21392
H: 4.42323 -1.79505 -6.59278
C: 2.48187 -1.17776 -3.90386
O: -1.24410 1.13248 -2.65574
H: -4.21219 -2.10318 0.29264
C: 2.54355 1.69307 -2.14127
C: 2.42481 5.37771 2.47828
C: 4.04235 -1.85891 -5.58079
H: -1.86791 -1.46463 -2.23360
P: -2.66794 1.09060 -3.05141
H: -0.27412 6.62995 0.86039
S: 1.05002 -0.22242 -3.39883
C: 1.39896 -4.11227 -0.25985
C: -5.05444 -1.17911 3.12333
C: 2.53349 -2.14989 0.58756
C: -1.49408 1.17458 6.64735
H: -1.83896 -0.73236 5.72759
H: -0.09467 -3.56549 -2.27346
C: 2.63976 -0.75327 0.99672
C: -1.50626 0.29033 5.57941
H: 2.47348 -0.42332 -5.91826
C: 3.01437 3.85407 -3.08730
H: 3.64905 3.21758 -1.13034
H: 1.62401 7.36214 2.27170
C: 0.15944 -1.65821 3.42050
H: 4.64562 -2.36624 0.86676
C: -1.08106 2.49130 6.45691
C: 3.78533 -4.17599 0.11998
C: -4.84062 -0.64759 -3.17283
C: 0.29693 4.55958 0.89603
H: -0.14855 -2.17994 4.32934
H: 2.21614 4.22670 -5.04776

Forces on the atoms, in the same order (eV/Å):
-0.03 -0.25 -0.11
0.12 -0.03 -0.18
0.00 -0.03 -0.04
0.05 -0.13 0.08
-0.01 -0.04 -0.03
-0.02 0.03 -0.01
-0.15 -0.23 -0.13
-0.11 0.09 -0.10
0.01 -0.04 0.03
-0.06 0.04 0.07
0.00 0.00 0.00
0.03 -0.01 -0.01
0.03 -0.03 0.00
-0.04 0.00 0.02
0.06 -0.09 -0.02
-0.01 -0.01 0.03
0.03 0.06 -0.04
-0.06 0.05 0.09
-0.41 0.27 0.14
0.15 -0.02 -0.15
0.01 -0.05 0.00
-0.07 -0.06 0.17
0.00 0.03 -0.01
-0.05 0.01 0.03
0.02 -0.03 0.00
-0.04 -0.08 0.08
0.11 -0.14 -0.13
-0.03 -0.01 0.01
-1.19 1.42 -0.10
-0.03 0.02 0.01
-0.27 0.05 -0.13
0.01 -0.01 0.00
0.16 0.15 0.12
-0.03 -0.01 -0.02
0.01 0.02 -0.03
-0.03 -0.21 -0.21
0.07 -0.02 -0.02
-0.02 -0.04 0.01
0.04 0.01 0.00
0.04 0.07 0.01
-0.22 0.13 -0.07
0.01 0.07 0.02
-0.04 0.12 0.02
-0.05 -0.07 0.04
-0.07 -0.12 -0.06
0.01 0.04 0.00
0.04 -0.06 -0.03
-0.01 0.01 0.00
0.23 -0.15 -0.02
0.27 -0.05 0.04
0.21 0.48 0.24
0.08 -0.03 0.01
0.00 0.02 0.01
-0.08 -0.01 0.10
0.00 0.01 0.00
0.24 -0.09 0.04
-0.03 -0.05 -0.01
-0.24 0.14 -0.01
0.12 0.01 -0.17
0.01 -0.01 0.03
-0.04 0.09 -0.03
0.02 0.00 0.04
0.00 0.05 0.01
0.01 -0.01 -0.01
-0.04 0.11 0.03
-0.02 0.04 -0.01
-0.03 -0.03 0.02
-0.02 -0.01 -0.02
-0.07 0.05 -0.11
0.02 -0.25 -0.10
0.30 -0.32 -0.13
-0.01 0.00 0.02
0.00 0.01 0.08
-0.03 0.07 -0.04
-0.03 0.07 -0.02
0.13 0.13 0.10
0.01 -0.11 0.00
-0.09 0.08 -0.03
0.07 0.01 0.08
-0.13 0.08 0.11
0.03 -0.03 0.01
-0.14 -0.16 0.12
-0.07 0.17 0.03
0.05 0.02 -0.01
0.20 0.10 0.10
0.02 0.02 -0.04
0.02 0.04 -0.01
0.00 -0.02 0.04
1.22 -1.34 0.05
0.01 0.01 0.01
0.04 -0.04 0.06
0.01 0.04 -0.03
-0.02 0.01 -0.03
-0.01 -0.05 -0.01
0.05 -0.08 0.12
-0.03 -0.02 -0.01
-0.01 -0.03 -0.02
-0.09 -0.06 -0.01
-0.02 0.00 0.03
-0.08 0.23 -0.03
0.00 0.03 0.00
0.01 -0.02 0.03

Atom charges from the Mulliken analysis, given in e for atoms 1 to 8: atom 1 (C): 1.0253, atom 2 (C): -0.6951, atom 3 (H): 0.3687, atom 4 (C): 0.0816, atom 5 (C): -0.4892, atom 6 (H): 0.4913, atom 7 (N): -1.3714, atom 8 (O): -0.7108

***

Results for relative energy (zero: lowest compared OMol25 entry of this formula, charge and spin): 67.45, 0.00 (in kcal per mole, following the order of the records).